24
Properties=species:S:1:pos:R:3:forces:R:3:lowdin_charge:R:1 method="wB97M-V/def2-TZVPD" mol_weight_g_mol=233.7 lumo_ev=3.17 e_homo_ev=-4.135 e_above_lowest_kcal_mol=11.9 orbital_gap_ev=7.3065 total_charge=-1
C 1.9437 0.7044 -1.1799 -3.2 -3.4 0.8 -0.014
C 1.3968 -0.0413 0.1393 1.0 -1.2 -1.0 -0.305
C 1.7832 0.6547 1.4451 -0.3 0.0 -1.5 -0.055
C -0.1020 -0.0071 0.0248 0.1 2.6 -0.3 -0.238
C -0.8447 1.1614 0.0236 -0.2 -0.4 0.6 -0.308
C -0.7830 2.6774 0.3685 0.3 0.2 1.0 -0.715
O 0.3165 3.2163 0.6087 -0.4 -0.2 -0.5 -0.052
O -1.9519 3.1407 0.4967 1.0 -0.1 -0.5 -0.147
S -2.5610 0.8578 -0.0060 0.3 -1.3 -0.3 1.101
C -2.1761 -0.8085 -0.1865 -6.4 -4.1 -0.4 -0.657
N -3.1222 -1.9930 -0.3179 3.2 4.2 0.4 -0.536
Cl -4.7183 -1.3656 -0.1386 -0.4 0.1 -0.1 0.372
N -0.9090 -1.1040 -0.1588 1.8 -0.9 -0.4 -0.117
C -0.5337 -2.4724 -0.4313 2.9 -1.2 0.3 -0.041
H 1.6150 1.6421 -1.0135 -0.7 3.6 0.4 0.020
H 1.2640 0.3453 -1.9819 0.8 0.0 0.1 0.090
H 2.9319 0.6862 -1.4778 2.2 -0.4 -0.1 0.041
H 1.7708 -1.1130 0.1623 -0.5 1.0 -0.2 0.130
H 2.8057 0.8731 1.3842 1.7 0.8 -0.3 0.053
H 1.7880 -0.0308 2.2628 -1.0 -0.2 0.9 0.068
H 1.2011 1.5865 1.4258 0.3 -0.2 1.0 0.065
H 0.1527 -2.9186 0.3420 -1.0 0.6 0.1 0.095
H -1.4424 -3.0437 -0.4932 -0.1 -0.3 -0.2 0.044
H 0.1745 -2.6480 -1.2985 -1.3 0.8 0.2 0.105